17
Properties=species:S:1:pos:R:3:forces:R:3 method="wB97M-V/def2-TZVPD" multiplicity=1 e_above_lowest_kcal_mol=46.25 smiles="C=C[C@@](C)(N)C=C=O"
C -0.751 -0.790 1.341 0.20 0.03 -0.17
C 1.982 0.574 -0.547 2.35 1.13 0.17
C -0.054 -0.568 0.000 0.17 2.14 -0.56
N -0.278 -1.708 -0.846 -0.19 -0.57 -0.21
C 1.435 -0.370 0.166 -1.03 -0.42 0.05
C -0.563 0.808 -0.656 -1.18 -1.53 0.83
C -0.490 2.019 -0.128 0.59 -0.08 -0.26
O 2.626 1.424 -1.036 -0.99 -0.87 0.10
H -1.261 -1.928 -0.949 0.02 0.06 -0.07
H 0.151 -1.601 -1.757 -0.08 0.01 0.07
H 1.996 -1.047 0.788 0.41 0.02 -0.11
H -1.233 0.640 -1.494 0.00 0.03 -0.14
H -0.420 -1.739 1.760 -0.03 -0.10 0.01
H -1.831 -0.810 1.206 -0.07 -0.03 0.04
H -0.496 0.002 2.039 -0.06 0.12 0.00
H -1.017 2.858 -0.555 0.01 0.07 -0.16
H 0.203 2.237 0.670 -0.13 0.01 0.42

329
Properties=species:S:1:pos:R:3:forces:R:3 method="wB97M-V/def2-TZVPD" multiplicity=1 e_above_lowest_kcal_mol=117.19
C -10.546 2.986 31.208 0.60 -2.07 -1.07
C -10.899 1.790 30.262 -2.11 -0.80 0.70
C -12.312 1.239 30.805 0.45 1.72 0.62
C -13.512 2.140 30.427 0.01 -0.49 -1.02
C -13.536 2.327 28.918 -0.10 -0.38 0.32
C -12.210 2.809 28.280 -1.19 0.64 -0.87
N -11.033 2.177 28.875 -2.06 -1.80 -0.18
O -9.814 2.443 28.285 -0.14 0.77 -0.18
C -12.287 2.485 26.747 0.92 1.33 -0.32
C -12.116 4.355 28.417 0.58 0.24 -0.40
C -9.979 0.574 30.237 1.10 -0.68 0.36
H -11.445 3.597 31.295 0.51 0.43 0.01
H -9.662 3.396 30.721 -0.11 0.99 0.36
H -10.234 2.568 32.165 -0.11 0.33 0.14
H -12.485 0.184 30.592 -0.04 0.15 -0.46
H -12.202 1.320 31.887 0.08 -0.36 0.21
H -13.633 3.137 30.852 0.91 0.01 0.63
H -14.483 1.698 30.650 0.13 -0.47 0.39
H -14.368 3.011 28.750 0.32 0.46 -0.61
H -13.904 1.395 28.488 0.49 -0.25 -0.30
H -12.212 1.464 26.372 0.03 -0.15 0.69
H -13.090 2.976 26.197 -0.83 -0.16 0.69
H -11.487 3.065 26.289 0.69 -0.37 -0.05
H -12.305 4.761 29.411 0.09 -0.33 0.19
H -11.106 4.635 28.116 0.34 0.16 0.29
H -12.699 4.977 27.738 -0.58 -0.48 -0.19
H -8.987 0.690 29.800 -0.08 0.72 -0.26
H -10.428 -0.213 29.631 -0.26 0.10 0.01
H -9.712 0.118 31.191 -0.59 0.24 0.49
H -9.627 3.300 28.676 0.89 0.68 -0.24
C -2.368 9.235 29.591 0.83 0.01 0.23
C -0.907 9.877 29.595 -1.16 -0.66 -2.80
C -0.848 11.120 28.568 -0.95 -0.69 0.09
C -1.535 12.399 29.072 1.16 -0.90 0.99
C -0.915 12.626 30.443 -0.35 2.24 -0.68
C -1.010 11.508 31.442 0.23 0.92 1.02
N -0.431 10.301 30.885 0.59 1.63 -0.76
O -0.414 9.292 31.834 -0.30 -0.93 0.39
C -0.037 12.032 32.596 -0.04 -0.33 -0.41
C -2.498 11.398 31.884 0.26 -0.60 1.37
C 0.042 8.777 29.033 0.80 0.47 1.21
H -3.133 9.882 29.161 -0.07 0.23 0.41
H -2.584 8.895 30.604 -0.36 0.36 0.08
H -2.419 8.312 29.012 0.35 0.03 -0.27
H 0.181 11.253 28.236 0.19 0.38 0.49
H -1.375 10.920 27.634 -0.07 -0.99 -0.03
H -2.613 12.285 29.185 -0.08 -0.21 -0.26
H -1.354 13.234 28.395 0.02 0.01 0.06
H -1.376 13.502 30.898 -0.46 0.04 0.27
H 0.093 13.027 30.334 0.41 -0.67 -0.25
H 0.313 11.299 33.323 -0.51 -0.20 0.04
H 0.874 12.407 32.131 0.08 -0.28 -0.32
H -0.383 12.918 33.128 -0.64 -0.21 0.04
H -2.699 12.127 32.669 -0.04 0.46 -0.27
H -3.289 11.443 31.135 0.41 0.23 -0.34
H -2.681 10.471 32.427 0.23 -0.38 -0.11
H 1.067 9.098 29.221 0.22 0.31 -0.19
H -0.009 8.528 27.974 -0.58 0.16 0.09
H -0.015 7.882 29.652 -0.44 -0.23 -0.22
H 0.522 9.231 32.038 0.08 -0.29 0.18
C -1.551 4.140 31.331 -0.50 -1.08 -0.01
C -1.841 5.008 32.572 -0.23 0.69 0.31
C -3.005 5.973 32.180 -0.53 0.98 0.80
C -3.630 6.781 33.363 0.83 -1.76 -1.20
C -4.002 5.776 34.457 0.07 1.70 -0.44
C -2.872 4.871 34.979 0.02 0.53 -0.46
N -2.216 4.179 33.814 -3.88 3.64 -1.92
O -1.363 3.234 34.176 2.52 -1.80 0.62
C -1.960 5.769 35.843 0.73 0.21 -0.08
C -3.507 3.848 35.897 0.21 -0.31 0.67
C -0.582 5.833 32.774 0.44 -0.02 0.22
H -0.535 3.749 31.283 -0.01 -0.21 0.43
H -1.692 4.575 30.341 -0.04 1.01 0.29
H -2.270 3.324 31.256 0.05 -0.42 0.39
H -2.681 6.774 31.516 0.69 -0.44 -0.48
H -3.791 5.454 31.631 -0.11 -0.33 0.16
H -4.516 7.336 33.054 -0.20 -0.23 -0.24
H -2.945 7.568 33.676 0.30 -0.19 0.33
H -4.883 5.233 34.115 0.09 -0.26 0.17
H -4.298 6.549 35.167 -0.39 -0.92 1.27
H -0.962 5.390 36.066 0.01 -0.54 -0.31
H -1.779 6.725 35.350 -0.14 0.09 0.07
H -2.379 5.959 36.831 -0.38 0.09 -0.12
H -2.724 3.302 36.422 -0.03 -0.41 -0.22
H -4.044 4.349 36.703 -0.14 0.29 -0.12
H -4.222 3.179 35.419 0.22 -0.09 -0.25
H -0.642 6.663 33.478 -0.32 0.04 -0.08
H -0.324 6.216 31.786 0.33 0.20 0.11
H 0.209 5.178 33.140 0.18 -0.04 -0.13
H -1.731 2.433 33.797 0.13 -0.33 0.11
C -7.537 3.936 33.225 0.33 -0.91 0.08
C -8.486 4.491 34.236 -0.46 2.06 2.60
C -9.048 5.858 33.646 0.19 -1.55 -0.24
C -10.215 6.451 34.375 -0.13 -0.47 1.05
C -11.346 5.396 34.527 1.26 0.93 -0.33
C -10.857 4.043 35.147 0.10 1.70 0.14
N -9.576 3.549 34.503 -2.71 1.60 -1.98
O -9.208 2.290 34.926 0.29 0.19 0.44
C -10.688 4.323 36.681 -0.35 0.05 -0.21
C -12.072 3.144 34.883 1.21 -0.48 0.10
C -7.736 4.875 35.613 0.46 0.37 -1.14
H -7.131 3.014 33.640 -0.02 -0.29 -0.36
H -6.667 4.547 32.982 -0.24 0.43 0.14
H -8.119 3.745 32.323 0.26 -0.22 -0.09
H -8.185 6.519 33.571 -0.03 0.15 0.02
H -9.372 5.625 32.632 -0.04 -0.14 -0.25
H -10.523 7.401 33.936 -0.28 -0.13 -0.26
H -9.863 6.725 35.369 -0.06 0.08 0.25
H -11.839 5.262 33.564 0.25 -0.36 -0.25
H -12.137 5.809 35.152 0.04 -0.13 0.31
H -10.023 3.617 37.178 -0.23 -0.20 0.11
H -10.324 5.319 36.936 0.34 0.02 -0.46
H -11.669 4.346 37.156 -0.08 -0.59 0.08
H -12.282 3.152 33.813 0.16 -0.42 -0.03
H -11.794 2.157 35.253 -0.62 -0.27 -0.17
H -12.962 3.545 35.366 0.18 -0.12 0.28
H -7.016 4.125 35.941 -0.06 -0.25 -0.06
H -8.316 5.195 36.479 -0.45 -0.40 -0.35
H -7.148 5.767 35.397 0.36 0.00 -0.11
H -8.894 2.472 35.815 0.41 -0.62 0.70
C -16.108 10.993 23.221 0.08 -0.72 0.36
C -15.505 10.355 24.493 -0.52 0.71 0.85
C -14.962 8.937 24.238 -1.38 0.27 -1.30
C -14.120 8.340 25.310 -0.59 -0.53 1.05
C -13.014 9.278 25.635 1.41 -0.17 0.13
C -13.461 10.736 25.966 -0.25 -0.50 -0.04
N -14.424 11.226 24.947 1.46 -0.68 -0.04
O -14.805 12.575 25.250 -0.32 -0.86 -0.08
C -14.098 10.685 27.430 1.05 1.63 -1.14
C -12.192 11.636 25.831 0.57 0.26 0.07
C -16.666 10.173 25.491 -0.22 0.89 0.11
H -15.292 11.352 22.594 -0.18 -0.19 -0.28
H -16.816 11.802 23.402 0.29 0.15 0.39
H -16.715 10.213 22.763 0.21 -0.02 -0.53
H -15.887 8.395 24.041 -0.06 -0.50 0.31
H -14.488 8.845 23.262 0.64 0.42 0.00
H -13.800 7.337 25.026 0.43 0.16 -0.27
H -14.588 8.133 26.272 -1.01 0.16 -0.15
H -12.243 9.094 24.887 0.09 1.19 -0.59
H -12.494 8.905 26.516 -0.10 0.15 0.44
H -14.617 11.643 27.482 -0.21 0.02 0.42
H -14.796 9.893 27.700 0.35 -0.20 -0.51
H -13.274 10.738 28.142 -0.09 -0.19 0.22
H -12.175 12.720 25.949 -1.29 0.20 0.72
H -11.377 11.349 26.496 -0.05 -0.58 0.13
H -11.781 11.636 24.822 -0.17 -0.96 -0.26
H -17.470 9.679 24.946 -0.09 -0.26 0.31
H -17.052 11.149 25.787 -0.01 0.19 -0.05
H -16.423 9.671 26.428 0.05 -0.36 -0.33
H -14.338 13.030 24.546 -0.09 0.34 0.02
C -10.853 8.210 29.515 -0.59 -0.03 0.69
C -9.537 8.286 28.753 -0.17 -1.39 0.83
C -9.172 9.760 28.676 0.17 0.98 -0.85
C -7.695 10.080 28.389 -0.14 -1.35 1.33
C -6.720 9.223 29.298 -0.39 0.32 -1.48
C -7.070 7.691 29.373 -0.81 1.13 -0.33
N -8.536 7.599 29.641 0.63 0.33 0.81
O -8.864 6.219 29.983 0.03 0.87 -1.17
C -6.641 6.910 28.122 0.84 -0.13 0.44
C -6.274 7.193 30.583 -0.07 -0.02 -0.04
C -9.724 7.658 27.334 0.67 0.65 0.33
H -11.669 8.627 28.925 -0.16 -0.33 -0.21
H -10.878 8.791 30.436 0.63 0.35 -0.03
H -11.075 7.218 29.909 -0.19 -0.29 -0.75
H -9.759 10.214 27.878 -0.08 -0.29 -0.71
H -9.618 10.362 29.467 0.61 -0.44 0.93
H -7.540 11.155 28.486 0.22 -0.07 -0.05
H -7.487 9.784 27.361 0.11 0.12 -0.19
H -6.501 9.611 30.292 -0.76 0.16 0.19
H -5.755 9.340 28.805 0.31 -0.39 -0.09
H -6.800 5.851 28.325 -0.17 -0.14 -0.18
H -7.035 7.173 27.140 -0.32 0.23 0.31
H -5.561 7.038 28.058 0.21 -0.11 -0.16
H -6.576 7.736 31.478 -0.30 -0.10 0.09
H -6.346 6.119 30.755 -0.05 -0.01 -0.08
H -5.225 7.456 30.444 0.17 -0.15 -0.17
H -9.681 6.570 27.299 -0.11 -0.01 0.34
H -8.918 8.024 26.698 0.02 -0.04 -0.21
H -10.655 8.006 26.888 -0.05 -0.11 0.09
H -9.007 6.275 30.931 -0.04 0.04 0.13
C -8.235 13.003 33.585 0.51 -0.46 0.01
C -7.886 11.506 33.857 -1.23 0.70 1.37
C -6.580 11.172 33.245 1.91 0.05 -0.38
C -5.881 9.893 33.724 -0.55 0.49 0.21
C -5.795 9.975 35.250 -0.19 -0.12 0.43
C -7.136 10.201 35.989 -1.34 0.31 -0.27
N -7.790 11.392 35.373 2.75 0.13 -1.12
O -8.912 11.824 36.060 -1.06 -0.49 -0.10
C -8.045 8.940 35.817 0.25 -0.54 1.48
C -6.821 10.528 37.502 0.38 -0.21 -1.26
C -8.936 10.618 33.247 -1.03 0.03 0.56
H -8.024 13.303 32.559 -0.33 -0.41 -0.26
H -7.557 13.648 34.145 -0.11 -0.05 0.44
H -9.276 13.218 33.829 0.05 0.07 -0.02
H -6.631 11.128 32.157 -0.46 0.10 -0.15
H -5.916 12.011 33.449 0.37 0.07 0.10
H -4.919 9.839 33.216 0.33 0.15 0.39
H -6.379 9.000 33.345 -0.43 -0.12 0.31
H -5.158 10.815 35.527 0.18 0.06 -0.11
H -5.383 9.086 35.728 0.28 -0.20 -0.22
H -8.045 8.341 36.727 0.43 -0.04 0.44
H -9.120 9.111 35.750 0.14 0.50 -0.68
H -7.673 8.214 35.093 -0.22 0.36 -0.51
H -7.692 10.793 38.100 0.03 -0.12 -0.21
H -6.267 9.707 37.957 -0.36 -0.37 0.00
H -6.086 11.333 37.517 -0.28 0.40 -0.03
H -8.609 9.579 33.207 -0.06 0.04 -0.42
H -9.247 11.042 32.293 0.15 -0.42 -0.30
H -9.812 10.652 33.895 -0.25 -0.09 0.00
H -8.788 12.772 36.143 0.10 0.11 0.18
C -6.084 13.451 30.133 -0.42 -0.96 -2.12
C -5.809 14.295 28.845 -0.07 -1.35 0.41
C -7.065 14.657 28.004 -0.63 -0.87 0.37
O -7.749 13.518 27.435 0.94 -0.58 0.93
C -9.007 13.771 26.883 -0.38 0.05 -0.71
N -5.108 15.438 29.316 0.01 1.87 -0.20
H -5.164 13.253 30.683 -0.13 0.50 0.14
H -6.389 12.484 29.732 -0.25 -0.35 0.30
H -6.926 13.799 30.732 0.29 0.36 0.13
H -5.079 13.780 28.221 -0.23 -0.46 -0.09
H -6.855 15.336 27.177 0.36 0.31 0.09
H -7.741 15.128 28.718 -0.32 0.40 -0.04
H -9.520 12.870 26.547 0.56 -0.57 0.27
H -8.886 14.328 25.954 -0.21 0.65 0.04
H -9.731 14.214 27.566 0.24 0.55 0.19
H -4.850 16.020 28.532 0.47 0.12 -0.33
H -5.784 16.026 29.781 -0.08 0.26 0.67
C -11.393 5.939 24.463 -0.07 -0.43 0.03
C -10.654 5.441 23.197 0.66 0.90 0.56
C -11.251 5.946 21.908 -1.37 0.59 -0.85
O -10.644 5.401 20.744 0.72 -0.77 1.19
C -11.296 5.583 19.510 0.08 -0.46 0.95
N -9.295 6.020 23.289 -0.20 -0.50 -0.37
H -12.259 5.356 24.774 -0.34 -0.07 -0.53
H -11.666 6.993 24.399 0.06 0.00 -0.19
H -10.746 5.838 25.335 0.40 0.08 -0.14
H -10.663 4.352 23.162 0.06 -0.25 0.01
H -11.236 7.029 21.791 0.56 0.45 0.51
H -12.328 5.783 21.930 -0.36 -0.71 -0.14
H -10.553 5.238 18.792 -0.21 0.66 -0.38
H -11.643 6.615 19.459 0.14 0.13 -0.69
H -12.144 4.903 19.432 -0.36 0.03 -0.02
H -8.904 6.033 22.358 0.18 0.18 -0.27
H -8.664 5.420 23.800 0.03 -0.17 0.33
C -4.593 11.626 23.773 1.13 -1.57 -1.59
C -5.009 11.485 25.188 -0.80 0.06 0.21
C -4.133 10.544 26.005 0.18 -0.70 -0.71
O -4.063 9.237 25.414 1.07 0.61 -0.81
C -3.218 8.282 26.098 -2.03 0.39 0.54
N -4.939 12.850 25.719 -0.50 0.07 0.46
H -5.219 12.215 23.102 -0.29 0.27 0.44
H -4.506 10.657 23.281 -0.07 -0.18 0.02
H -3.576 12.014 23.725 0.07 0.34 0.10
H -6.062 11.219 25.274 -0.08 -0.77 -0.28
H -4.530 10.408 27.011 0.10 0.41 0.38
H -3.159 11.033 25.987 0.36 -0.14 0.46
H -2.189 8.487 26.392 0.16 0.83 -0.63
H -3.265 7.365 25.511 0.00 0.07 0.14
H -3.780 8.197 27.028 0.36 -0.91 0.48
H -5.790 12.904 26.261 -0.03 0.49 0.82
H -5.223 13.370 24.901 0.30 0.78 -0.02
C -8.948 11.283 23.462 0.47 1.17 -0.30
C -8.723 9.895 22.999 0.17 -2.12 1.78
C -7.367 9.291 23.475 -0.62 0.10 -1.99
O -7.203 8.066 22.723 0.08 1.18 0.46
C -5.983 7.403 22.978 -1.05 -0.63 0.64
N -9.806 9.043 23.558 -0.08 0.47 -0.69
H -8.089 11.852 23.106 -0.11 0.54 -0.14
H -8.992 11.475 24.534 -0.15 -0.48 0.18
H -9.865 11.628 22.985 0.04 0.32 0.18
H -8.741 9.922 21.910 -0.04 -0.43 -0.03
H -7.359 9.124 24.552 -0.03 -0.17 0.21
H -6.586 10.003 23.211 0.40 -0.13 0.06
H -6.056 6.463 22.432 0.56 0.28 -0.62
H -5.990 7.034 24.004 0.32 0.32 0.54
H -5.108 8.030 22.807 0.11 -0.19 -0.24
H -9.671 9.053 24.559 -0.15 0.30 0.45
H -9.617 8.071 23.358 0.15 -0.44 -0.39
C -7.215 3.356 21.476 0.23 1.39 1.28
C -7.007 2.139 22.433 -1.10 3.12 1.43
C -7.839 2.185 23.770 1.16 0.90 -0.82
O -7.568 3.422 24.491 -0.40 -1.25 -0.91
C -8.422 3.559 25.617 0.58 -0.40 -0.39
N -7.407 1.023 21.709 0.46 -2.53 -1.09
H -6.652 3.344 20.542 0.27 -0.60 0.09
H -6.942 4.303 21.942 0.27 0.10 0.24
H -8.246 3.557 21.186 -0.38 -0.59 0.15
H -5.960 2.060 22.727 0.11 -0.01 -0.14
H -7.584 1.301 24.355 0.38 0.04 0.30
H -8.883 2.012 23.511 -0.46 0.68 0.04
H -8.243 2.746 26.321 -0.20 -0.08 0.14
H -9.454 3.511 25.270 -0.26 0.30 0.33
H -8.136 4.500 26.087 -0.39 0.13 0.05
H -8.269 1.214 21.218 -0.30 0.02 0.05
H -6.700 1.066 20.989 -0.12 -1.08 -0.70
C -4.045 3.441 25.349 -1.37 0.57 0.19
C -4.234 3.709 26.849 1.16 -1.72 -1.19
C -5.305 2.852 27.432 -1.37 0.83 0.93
O -5.367 3.154 28.868 0.70 -0.35 -1.14
C -6.556 2.731 29.500 0.73 -0.17 -0.20
N -3.003 3.423 27.574 -0.06 1.48 1.13
H -5.024 3.685 24.936 0.02 0.27 -0.60
H -3.909 2.403 25.047 0.43 -0.15 0.47
H -3.279 4.081 24.910 -0.02 -0.09 0.08
H -4.637 4.709 27.007 0.88 0.48 0.05
H -5.131 1.799 27.209 -0.20 -0.25 0.30
H -6.233 3.235 27.008 -0.39 -0.59 -0.14
H -6.674 1.657 29.350 -0.48 -0.09 -0.17
H -7.380 3.321 29.099 -0.39 -0.20 0.21
H -6.415 2.874 30.572 -0.17 0.28 -0.04
H -3.420 3.386 28.494 0.96 0.09 0.94
H -2.589 2.509 27.459 -0.34 -0.23 -0.75
C -17.491 11.616 31.927 1.48 -0.85 0.16
C -16.154 11.597 31.096 -1.61 0.54 0.81
C -14.920 11.164 31.956 -2.23 0.60 -2.23
O -13.834 11.149 31.037 -0.34 0.65 1.13
C -12.644 10.661 31.636 -0.38 -0.21 -1.59
N -16.365 10.700 29.997 0.89 -1.03 -0.93
H -17.370 12.293 32.772 -0.48 0.26 -0.13
H -17.639 10.617 32.338 0.15 -0.18 0.18
H -18.392 11.751 31.328 0.26 0.67 -0.10
H -15.994 12.626 30.772 0.32 0.28 -0.12
H -15.224 10.184 32.324 0.68 -0.30 0.36
H -14.888 11.935 32.725 0.74 -0.19 0.36
H -12.799 9.582 31.626 0.50 -0.25 1.14
H -12.395 11.187 32.558 -0.04 -0.44 0.22
H -11.864 10.818 30.891 0.20 0.26 0.14
H -15.511 10.634 29.462 0.42 -0.23 0.24
H -17.005 10.987 29.271 -0.61 0.49 0.47

Per-record energy, eV: -9903.5987; -147282.4156
Per-record F_max, eV/A: 2.6; 5.6
Per-record HOMO energy, eV: -8.979; -7.863